Record 1
Computed, not measured: a single C5H5BrClNO2S molecule, with the ωB97M-V functional and the def2-TZVPD basis.

Last column: Löwdin charge in e.
Atoms and positions in Å:
C -2.374 -0.122 -1.050  -0.093
S -0.514 -0.271 -1.455  0.551
O 0.001 0.765 -2.273  -0.309
O -0.198 -1.567 -1.841  -0.319
N 0.198 0.024 0.076  -0.179
C 1.186 -1.160 0.803  -0.643
Cl 1.275 -2.731 0.296  0.777
C 1.949 -0.453 1.630  -0.132
C 1.604 0.966 1.581  -0.112
C 0.602 1.168 0.675  -0.785
Br -0.287 2.718 0.084  0.819
H -2.649 0.155 -2.093  0.062
H -3.023 -0.973 -0.828  0.062
H -2.424 0.648 -0.239  0.042
H 2.718 -0.920 2.320  0.137
H 1.936 1.754 2.314  0.121

Cartesian forces (eV/Å) of the 2 atoms listed first:
1.392 1.060 -1.212
-0.748 1.602 2.329

Output
**Relative energy (zero: lowest compared OMol25 entry of this formula, charge and spin)**: 1.010 eV
**E_LUMO**: 0.01986 hartree
**Charge**: 0

---

Record 2
Computed, not measured: 2 unconnected molecules or ions with the total composition C5H5BrO2, with the ωB97M-V functional and the def2-TZVPD basis.

Last column: Löwdin charge in e.
Atoms and positions in Å:
C 0.454 1.244 1.350  0.113
C 0.099 -0.078 1.036  -0.118
C 0.688 1.851 0.024  -0.379
C 0.009 -0.263 -0.327  -0.376
C 0.027 -1.509 -1.119  -0.012
O 0.817 2.952 -0.355  0.201
O 0.373 0.836 -0.992  0.107
Br -2.760 -0.672 0.698  0.052
H 0.501 1.952 2.079  0.097
H -0.295 -0.837 1.592  0.037
H -0.997 -1.724 -1.355  0.048
H 0.458 -2.323 -0.542  0.100
H 0.626 -1.430 -2.089  0.129

Cartesian forces (eV/Å) of the 2 atoms listed first:
0.130 -3.023 -4.467
0.033 3.336 2.171

Output
**Relative energy (zero: lowest compared OMol25 entry of this formula, charge and spin)**: 1.551 eV
**E_LUMO (spin up / spin down)**: -0.08420 / -0.10800 hartree
**Charge**: 0

---

Record 3
Computed, not measured: a molecular structure, C5H5CeO6, with the ωB97M-V functional and the def2-TZVPD basis.

Last column: Löwdin charge in e.
Atoms and positions in Å:
C 4.374 -1.141 1.549  0.022
C 3.605 -0.928 0.032  -0.192
O 2.422 -1.453 0.061  -0.331
O 5.486 -1.491 1.580  0.372
H 3.680 -0.915 2.385  0.198
H 4.322 -1.397 -0.657  0.167
C -2.474 0.960 -1.378  -0.360
C -3.729 1.088 -2.188  0.038
O -3.856 2.498 -2.326  0.158
C -2.879 3.131 -1.702  -0.468
O -2.028 2.175 -1.119  0.242
O -2.696 4.291 -1.606  0.297
O -1.966 -0.046 -0.924  -0.049
H -4.596 0.673 -1.655  0.187
H -3.621 0.609 -3.170  0.185
Ce 0.046 -1.167 0.180  2.366
H 3.660 0.188 0.054  0.170

Cartesian forces (eV/Å) of the 2 atoms listed first:
0.928 -0.454 0.272
2.199 1.159 -0.329

Output
**Expectation value of S²**: 2.010
**E_LUMO (spin up / spin down)**: -0.55856 / -0.54443 hartree
**2S+1**: 3
**Charge**: +3

---

Record 4
Computed, not measured: a single C5H5Cl2F molecule, with the ωB97M-V functional and the def2-TZVPD basis.

Last column: Löwdin charge in e.
Atoms and positions in Å:
F -1.979 0.793 -0.246  -0.059
C -1.184 -0.387 -0.413  -0.252
C -0.833 -0.689 0.959  -0.018
C 0.423 -0.149 1.315  -0.114
C 1.164 0.314 0.069  -1.311
Cl 0.973 2.022 0.234  0.730
Cl 2.755 -0.312 -0.124  0.696
C 0.269 0.060 -1.088  -0.221
H -1.766 -1.032 -0.956  0.108
H -1.569 -1.131 1.643  0.116
H 0.899 0.195 2.196  0.087
H 0.167 1.018 -1.778  0.128
H 0.681 -0.703 -1.810  0.110

Cartesian forces (eV/Å) of the 2 atoms listed first:
0.011 -0.321 -0.662
3.175 3.415 -0.329

Output
**Relative energy (zero: lowest compared OMol25 entry of this formula, charge and spin)**: 1.603 eV
**E_LUMO**: 0.02393 hartree
**Charge**: 0

---

Record 5
Computed, not measured: 2 unconnected molecules or ions with the total composition C5H5Cl3, with the ωB97M-V functional and the def2-TZVPD basis.

Last column: Löwdin charge in e.
Atoms and positions in Å:
C -0.184 -1.379 -1.748  0.040
C 0.739 -1.065 -0.884  -0.261
C 1.635 -1.129 0.023  -1.156
Cl 3.187 -0.442 -0.124  0.648
Cl 1.220 -1.997 1.518  0.588
H -1.048 -0.677 -1.905  0.078
H -0.282 -2.283 -2.319  0.063
C -1.055 0.939 1.350  -0.099
C -0.604 1.891 0.558  -0.733
Cl -1.274 2.599 -0.822  0.617
H -0.515 0.336 2.175  0.073
H -2.144 0.711 1.383  0.066
H 0.325 2.495 0.795  0.076

Cartesian forces (eV/Å) of the 2 atoms listed first:
-1.583 1.911 0.198
-1.103 -1.205 -1.514

Output
**Relative energy (zero: lowest compared OMol25 entry of this formula, charge and spin)**: 2.600 eV
**E_LUMO**: 0.02058 hartree
**Charge**: 0

---

Record 6
Computed, not measured: 2 unconnected molecules or ions with the total composition C5H5Cl3, with the ωB97M-V functional and the def2-TZVPD basis.

Last column: Löwdin charge in e.
Atoms and positions in Å:
C 1.925 0.619 0.105  -0.074
C -0.666 -1.242 -1.217  -0.003
C 0.889 1.126 -0.467  -0.036
C -0.637 -0.293 -0.306  -0.386
C -1.232 -0.026 0.970  -1.556
Cl -2.782 -0.785 1.331  0.581
Cl -1.407 1.697 1.393  0.589
Cl -0.011 -0.758 2.112  0.588
H 2.720 1.342 -0.045  0.069
H 1.924 -0.196 0.786  0.004
H -1.177 -2.207 -1.320  0.064
H -0.082 -1.164 -2.205  0.090
H 0.537 1.886 -1.137  0.070

Cartesian forces (eV/Å) of the 2 atoms listed first:
1.156 2.242 -0.402
0.710 -0.435 -2.357

Output
**Relative energy (zero: lowest compared OMol25 entry of this formula, charge and spin)**: 3.739 eV
**E_LUMO**: 0.02225 hartree
**Charge**: 0

---

Record 7
Computed, not measured: 2 unconnected molecules or ions with the total composition C5H5Cl4NO, with the ωB97M-V functional and the def2-TZVPD basis.

Last column: Löwdin charge in e.
Atoms and positions in Å:
O 1.099 -2.300 -1.514  0.143
C 0.042 -2.119 -0.809  -0.262
N -0.387 -0.975 -0.387  0.003
C -1.424 -0.745 0.375  -0.903
Cl -2.092 -1.956 1.435  0.680
C -2.115 0.359 0.379  -0.638
Cl -1.656 1.706 -0.512  0.693
H 1.639 -1.549 -1.421  0.089
H -0.713 -2.889 -0.566  0.127
H -2.965 0.380 1.066  0.067
C 1.581 1.807 -0.446  -0.116
C 1.307 1.597 0.854  -1.269
Cl 0.780 2.848 1.954  0.591
Cl 1.507 0.107 1.592  0.695
H 1.887 0.976 -1.035  0.034
H 1.511 2.752 -0.966  0.066

Cartesian forces (eV/Å) of the 2 atoms listed first:
0.227 -2.207 -0.774
-4.863 1.710 2.520

Output
**Relative energy (zero: lowest compared OMol25 entry of this formula, charge and spin)**: 1.023 eV
**E_LUMO**: 0.01745 hartree
**Charge**: 0

---

Record 8
Computed, not measured: a single C5H5ClN2 molecule, with the ωB97M-V functional and the def2-TZVPD basis.

Last column: Löwdin charge in e.
Atoms and positions in Å:
C 1.720 1.880 -0.055  0.036
C 1.372 0.465 -0.044  -0.683
Cl 2.655 -0.676 -0.097  0.707
N 0.104 -0.055 0.006  -0.194
C -0.233 -1.370 -0.103  -0.093
C -1.595 -1.439 0.008  -0.059
C -2.003 -0.103 0.186  -0.144
N -0.977 0.717 0.181  0.089
H 2.748 2.169 -0.089  0.030
H 0.924 2.594 -0.020  0.033
H 0.499 -2.136 -0.258  0.086
H -2.212 -2.312 -0.032  0.091
H -3.001 0.267 0.316  0.101

Cartesian forces (eV/Å) of the 2 atoms listed first:
-1.956 -5.599 0.070
2.556 6.195 -0.102

Output
**Relative energy (zero: lowest compared OMol25 entry of this formula, charge and spin)**: 1.047 eV
**E_LUMO**: 0.01639 hartree
**Charge**: 0

---

Record 9
Computed, not measured: a single C5H5ClN2 molecule, with the ωB97M-V functional and the def2-TZVPD basis.

Last column: Löwdin charge in e.
Atoms and positions in Å:
N 1.759 2.546 -0.101  0.097
C 1.174 1.376 0.214  -0.097
C 0.147 0.276 0.107  -0.298
C 0.682 -0.971 -0.054  -0.120
N 2.037 -1.186 -0.044  0.070
C -1.186 0.696 -0.035  -0.168
C -2.317 0.079 0.471  -0.549
Cl -3.887 0.345 -0.163  0.615
H 0.097 -1.939 -0.224  0.159
H 2.570 -0.339 -0.275  0.088
H 2.512 -1.879 -0.552  0.079
H -1.331 1.707 -0.424  0.113
H -2.257 -0.711 1.078  0.010

Cartesian forces (eV/Å) of the 2 atoms listed first:
-5.266 -11.337 3.376
3.638 10.266 -3.859

Output
**Relative energy (zero: lowest compared OMol25 entry of this formula, charge and spin)**: 3.070 eV
**E_LUMO**: 0.00204 hartree
**Charge**: 0

---

Record 10
Computed, not measured: a single C5H5ClN2 molecule, with the ωB97M-V functional and the def2-TZVPD basis.

Last column: Löwdin charge in e.
Atoms and positions in Å:
C -0.069 -0.703 -0.069  -0.295
C -2.458 0.079 0.432  -0.602
C 1.455 -0.731 -0.148  -0.107
C 1.376 0.827 0.060  -0.142
C -0.122 0.658 0.091  -0.015
N -1.029 -1.636 -0.020  0.077
N -2.151 -1.054 0.024  -0.085
Cl -3.730 1.007 -0.148  0.670
H 1.925 -1.501 0.624  0.149
H 1.952 -0.868 -1.059  0.073
H 1.972 1.310 0.961  0.149
H 1.756 1.269 -0.828  0.082
H -0.876 1.343 0.080  0.047

Cartesian forces (eV/Å) of the 2 atoms listed first:
1.447 -0.159 0.438
-0.285 -0.293 -0.191

Output
**Expectation value of S²**: 2.048
**Relative energy (zero: lowest compared OMol25 entry of this formula, charge and spin)**: 0.000 eV
**E_LUMO (spin up / spin down)**: 0.02814 / -0.08273 hartree
**2S+1**: 3
**Charge**: 0

---

Record 11
Computed, not measured: a single C5H5ClN2O molecule, with the ωB97M-V functional and the def2-TZVPD basis.

Last column: Löwdin charge in e.
Atoms and positions in Å:
C 1.250 -1.795 0.094  -0.065
C 0.525 -0.517 -0.020  -0.311
N 1.189 0.556 -0.540  0.108
C 0.508 1.711 -0.610  -0.101
C -0.802 1.822 -0.181  -0.013
N -1.430 0.731 0.278  -0.279
O -2.604 0.926 0.650  -0.057
C -0.834 -0.452 0.338  -0.503
Cl -1.768 -1.874 0.867  0.719
H 2.323 -1.701 -0.128  0.092
H 1.153 -2.209 1.122  0.093
H 0.849 -2.509 -0.570  0.064
H 1.028 2.567 -1.013  0.109
H -1.388 2.744 -0.286  0.145

Cartesian forces (eV/Å) of the 2 atoms listed first:
1.252 -0.101 1.434
0.056 1.262 -0.801

Output
**Relative energy (zero: lowest compared OMol25 entry of this formula, charge and spin)**: 1.138 eV
**E_LUMO**: 0.00401 hartree
**Charge**: 0

---

Record 12
Computed, not measured: a single C5H5ClN2O2 molecule, with the ωB97M-V functional and the def2-TZVPD basis.

Last column: Löwdin charge in e.
Atoms and positions in Å:
C -1.182 0.663 -1.652  -0.043
N -0.631 0.010 -0.486  -0.134
N -1.502 -0.109 0.579  0.118
C -0.960 -0.515 1.629  -0.034
C 0.556 -0.577 1.949  -0.461
O 0.857 -0.670 3.105  0.057
C 1.354 -0.514 0.746  -0.564
Cl 3.011 -0.386 1.071  0.759
C 0.712 -0.127 -0.417  -0.332
O 1.232 0.346 -1.588  0.031
H -2.270 0.464 -1.586  0.093
H -0.958 0.004 -2.606  0.127
H -0.849 1.713 -1.828  0.104
H -1.613 -0.863 2.337  0.092
H 2.242 0.561 -1.253  0.186

Cartesian forces (eV/Å) of the 2 atoms listed first:
-0.979 -1.926 -2.605
-0.476 0.923 0.191

Output
**Relative energy (zero: lowest compared OMol25 entry of this formula, charge and spin)**: 2.849 eV
**E_LUMO**: 0.01183 hartree
**Charge**: 0

---

> What is the formula in the third record?

C5H5CeO6

---

> The highest charge belongs to which entry?

C5H5CeO6

---

> What is the formula in the twelfth record?

C5H5ClN2O2